Record 1
ORCA calculation (the ωB97M-V functional and the def2-TZVPD basis) on a 6-piece molecular cluster, C7H24IN8O5 overall in a non-equilibrium geometry.

Values from the calculation:
Lowest unoccupied orbital energy (eV): 2.2
Calculated total energy (eV): -37911.71058
Total charge: -1
Multiplicity: 1
HOMO energy (hartree): -0.1460
HOMO-LUMO gap (eV): 6.21

Positions of all 45 atoms, in Å:
I: 14.083 -9.781 0.532
C: 10.034 -13.524 6.902
C: 10.828 -12.487 6.107
C: 12.283 -12.399 6.575
O: 10.907 -13.043 4.779
H: 10.411 -14.536 6.754
H: 8.978 -13.457 6.641
H: 10.047 -13.252 7.957
H: 10.323 -11.524 6.185
H: 12.157 -12.428 7.657
H: 12.957 -11.652 6.156
H: 12.694 -13.383 6.350
H: 11.646 -12.659 4.301
C: 16.975 -15.192 -3.132
O: 16.614 -15.753 -2.094
N: 17.614 -15.766 -4.146
N: 16.808 -13.897 -3.265
H: 17.716 -15.206 -4.981
H: 18.012 -16.694 -4.140
H: 17.090 -13.486 -4.143
H: 16.358 -13.364 -2.535
C: 13.080 -3.424 -2.649
O: 14.208 -3.291 -2.305
N: 12.401 -2.496 -3.300
N: 12.415 -4.610 -2.467
H: 12.833 -1.604 -3.106
H: 11.548 -2.606 -3.828
H: 12.885 -5.407 -2.063
H: 11.469 -4.816 -2.754
C: 20.472 -9.233 1.057
O: 21.677 -9.428 1.223
N: 19.823 -8.329 1.688
N: 19.726 -9.817 0.184
H: 18.839 -8.218 1.493
H: 20.257 -7.869 2.476
H: 20.022 -10.605 -0.374
H: 18.790 -9.447 0.097
C: 17.243 -7.420 -4.170
O: 18.126 -7.671 -4.916
N: 17.304 -6.574 -3.167
N: 16.050 -7.740 -4.433
H: 18.262 -6.313 -2.982
H: 16.552 -5.901 -3.132
H: 15.883 -8.382 -5.195
H: 15.420 -7.867 -3.653

=====

Record 2
ORCA calculation (the ωB97M-V functional and the def2-TZVPD basis) on a 5-piece molecular cluster, C7H24N8O5 overall in a non-equilibrium geometry.

Values from the calculation:
Lowest unoccupied orbital energy (eV): -0.1
Calculated total energy (eV): -29807.35510
SMILES: NC(N)=O.NC(N)=O.NC(N)=O.NC(N)=O.CC(C)O
Multiplicity: 1
HOMO energy (hartree): -0.3482
HOMO-LUMO gap (eV): 9.35

Positions of all 44 atoms, in Å:
C: -18.047 7.061 4.626
C: -17.055 6.125 4.018
C: -16.749 4.843 4.845
O: -17.581 5.721 2.761
H: -18.943 6.443 4.568
H: -18.196 7.991 4.076
H: -17.899 7.129 5.704
H: -16.162 6.731 3.864
H: -17.501 4.075 4.663
H: -16.696 5.074 5.909
H: -15.806 4.403 4.520
H: -18.276 6.318 2.475
C: -13.491 8.266 5.366
O: -13.870 9.469 5.470
N: -14.021 7.175 5.788
N: -12.355 8.004 4.828
H: -13.489 6.324 5.681
H: -14.871 7.223 6.331
H: -12.190 7.047 4.550
H: -11.738 8.643 4.348
C: -20.036 3.113 1.330
O: -20.891 2.248 1.392
N: -19.144 3.283 2.299
N: -19.934 4.022 0.409
H: -18.382 3.945 2.275
H: -19.220 2.671 3.099
H: -20.711 3.975 -0.234
H: -19.076 4.515 0.209
C: -13.255 4.592 0.825
O: -12.450 3.634 0.724
N: -14.403 4.632 1.435
N: -13.108 5.839 0.417
H: -14.563 3.741 1.884
H: -15.063 5.396 1.442
H: -13.633 6.552 0.903
H: -12.179 6.074 0.098
C: -21.780 8.452 4.535
O: -21.938 7.492 3.808
N: -20.682 9.028 4.646
N: -22.669 9.083 5.342
H: -19.836 8.829 4.130
H: -20.726 9.877 5.191
H: -23.625 8.775 5.442
H: -22.285 9.867 5.849

=====

Record 3
ORCA calculation (the ωB97M-V functional and the def2-TZVPD basis) on C7H24NNaO8 as an isolated structure in a non-equilibrium geometry.

Values from the calculation:
Lowest unoccupied orbital energy (eV): 0.0
Calculated total energy (eV): -29907.60000
Multiplicity: 1
HOMO energy (hartree): -0.2997
HOMO-LUMO gap (eV): 8.11

Positions of all 41 atoms, in Å:
Na: -0.983 14.210 -31.133
N: 1.833 14.149 -30.700
O: 2.599 13.255 -31.038
O: 0.629 14.046 -30.646
O: 2.344 15.184 -30.249
C: -2.968 16.328 -29.921
C: -2.409 16.473 -31.310
O: -1.061 15.853 -31.250
H: -2.801 15.406 -29.365
H: -4.006 16.595 -29.720
H: -2.369 17.143 -29.513
H: -2.379 17.510 -31.643
H: -3.066 15.809 -31.872
H: -0.540 16.422 -30.679
C: -0.415 12.823 -33.808
C: 0.221 14.108 -33.259
O: -0.579 14.863 -32.503
H: -0.735 12.159 -33.005
H: 0.256 12.286 -34.478
H: -1.226 13.162 -34.454
H: 0.370 14.773 -34.109
H: 1.137 13.945 -32.692
H: -0.510 15.765 -32.825
C: -3.314 13.909 -31.631
O: -2.227 12.996 -31.824
H: -3.195 14.463 -30.699
H: -3.171 14.474 -32.552
H: -4.256 13.368 -31.537
H: -2.412 12.423 -32.571
C: -0.945 11.454 -29.908
O: -0.327 12.678 -30.381
H: -0.193 10.841 -29.412
H: -1.703 11.493 -29.125
H: -1.401 10.796 -30.647
H: 0.538 12.440 -30.724
C: -2.451 13.884 -28.656
O: -1.455 13.905 -29.649
H: -3.302 14.556 -28.766
H: -2.783 12.849 -28.736
H: -2.117 14.110 -27.644
H: -0.813 13.225 -29.435

=====

Record 4
ORCA calculation (the ωB97M-V functional and the def2-TZVPD basis) on a 6-piece molecular cluster, C7H24NO5 overall in a non-equilibrium geometry.

Values from the calculation:
Lowest unoccupied orbital energy (eV): -2.6
Calculated total energy (eV): -19365.32216
Total charge: +1
Multiplicity: 1
HOMO energy (hartree): -0.4494
HOMO-LUMO gap (eV): 9.66

Positions of all 37 atoms, in Å:
C: 0.269 -0.377 1.423
C: 1.638 -0.906 1.139
C: 2.888 0.112 0.981
C: 0.923 2.316 -2.773
C: 1.677 2.662 -1.696
C: 1.633 2.004 -0.486
C: 2.525 1.060 -0.143
N: -0.447 -0.380 0.079
H: -0.447 -0.823 2.096
H: 0.282 0.659 1.920
H: 1.485 -1.445 0.200
H: 1.887 -1.445 2.134
H: 3.921 -0.371 0.942
H: 3.002 0.553 2.014
H: 0.826 2.724 -3.799
H: 0.304 1.530 -2.737
H: 2.389 3.517 -1.786
H: 0.701 2.199 0.060
H: 3.117 0.945 -1.158
H: -0.412 -1.317 -0.378
H: 0.178 0.204 -0.500
H: -1.549 -0.106 0.208
H: -0.331 0.959 3.738
H: -1.452 0.053 4.590
O: -0.835 0.190 3.839
H: -2.741 -3.426 -1.411
H: -3.043 -1.892 -1.580
O: -2.501 -2.434 -1.172
H: 2.319 -1.383 -1.780
H: 1.886 -1.324 -3.264
O: 1.538 -1.264 -2.362
H: -4.149 -2.122 0.367
H: -3.338 -2.089 1.672
O: -3.906 -1.546 1.199
H: -3.188 1.483 -1.016
H: -3.988 0.785 0.020
O: -3.062 0.696 -0.579

=====

Record 5
ORCA calculation (the ωB97M-V functional and the def2-TZVPD basis) on a 7-piece molecular cluster, C7H25Br6N3O3 overall in a non-equilibrium geometry.

Values from the calculation:
Lowest unoccupied orbital energy (eV): -7.2
Calculated total energy (eV): -438517.48273
Total charge: +2
Multiplicity: 1
HOMO energy (hartree): -0.5189
HOMO-LUMO gap (eV): 6.90

Positions of all 44 atoms, in Å:
N: 0.390 -2.601 1.961
H: 0.452 -2.099 2.836
H: 1.269 -2.991 1.653
H: 0.166 -2.011 1.173
H: -0.303 -3.311 2.150
N: 1.337 -2.758 -2.189
H: 0.465 -2.894 -1.696
H: 2.010 -3.413 -1.817
H: 1.483 -1.783 -1.971
H: 1.216 -2.864 -3.186
N: 4.106 -0.299 -0.178
H: 4.089 0.110 0.745
H: 4.214 -1.303 -0.162
H: 4.831 0.101 -0.756
H: 3.233 -0.133 -0.659
O: 0.268 1.221 -0.144
C: 0.613 -0.029 -0.506
O: -0.085 -0.946 -0.078
O: 1.621 -0.236 -1.265
H: -0.599 1.021 0.217
Br: 3.328 1.900 -3.315
C: 1.616 2.822 -2.871
C: 0.374 2.172 -3.455
Br: -1.309 2.747 -2.496
H: 1.691 3.902 -2.992
H: 1.519 2.634 -1.801
H: 0.555 1.111 -3.627
H: 0.290 2.584 -4.461
Br: -0.353 3.086 6.817
C: -1.300 2.752 5.079
C: -0.408 2.226 3.934
Br: -1.656 2.040 2.401
H: -1.709 3.726 4.811
H: -2.029 1.964 5.268
H: 0.195 1.389 4.285
H: 0.342 2.951 3.618
Br: -4.664 0.255 -2.284
C: -4.645 -1.423 -1.242
C: -3.247 -1.704 -0.550
Br: -3.514 -3.607 0.145
H: -4.855 -2.219 -1.957
H: -5.507 -1.324 -0.583
H: -3.121 -1.094 0.344
H: -2.368 -1.669 -1.194

=====

Record 6
ORCA calculation (the ωB97M-V functional and the def2-TZVPD basis) on C7H25CuO8 as an isolated structure in a non-equilibrium geometry.

Values from the calculation:
Lowest unoccupied orbital energy (alpha / beta) (eV): -2.7 / -3.5
Calculated total energy (eV): -68677.22836
Total charge: +1
Multiplicity: 2
Expectation value of S²: 0.752
HOMO energy (alpha / beta) (hartree): -0.4369 / -0.4300
HOMO-LUMO gap (alpha / beta) (eV): 9.21 / 8.20

Positions of all 41 atoms, in Å:
Cu: 7.517 8.223 6.641
C: 6.392 7.100 10.104
C: 7.667 7.480 9.355
C: 8.866 6.828 9.927
O: 7.507 6.972 8.067
H: 6.310 6.022 10.215
H: 5.492 7.497 9.594
H: 6.421 7.503 11.095
H: 7.773 8.612 9.335
H: 8.650 5.766 10.189
H: 9.040 7.290 10.926
H: 9.701 6.883 9.287
O: 8.976 9.530 7.391
H: 9.490 9.562 8.221
H: 9.558 9.727 6.681
O: 10.937 9.526 9.335
H: 10.787 8.882 10.018
H: 11.570 10.134 9.667
O: 7.499 9.506 4.893
H: 6.821 9.245 4.276
H: 7.342 10.460 5.069
C: 4.409 8.678 6.385
C: 4.491 7.289 5.680
O: 5.856 6.994 5.320
O: 5.559 8.884 7.306
H: 3.479 8.787 6.951
H: 4.377 9.540 5.687
H: 3.919 7.357 4.737
H: 4.040 6.576 6.355
H: 6.081 6.057 5.492
H: 5.416 8.519 8.179
C: 10.712 6.498 6.181
C: 9.329 5.839 6.094
O: 8.401 6.747 5.468
O: 10.948 6.942 4.872
H: 11.439 5.773 6.569
H: 10.720 7.341 6.903
H: 8.947 5.494 7.020
H: 9.419 4.965 5.430
H: 8.906 7.147 4.733
H: 11.028 6.087 4.364

=====

Q: What is the calculated total energy in the fifth record?
A: -438517.48273 eV

=====

Q: What is the formula in the second record?
A: C7H24N8O5

=====

Q: What is the multiplicity in the first record?
A: 1